(1)
# C4H10NO

A molecular structure, C4H10NO at a distorted geometry (wB97M-V/def2-TZVPD, the OMol25 dataset).

Computed properties:
Energy relative to the best compared isomer or geometry (same formula, charge and spin) ... 6.146 eV
LUMO energy (alpha / beta) ... -6.02 / -5.23 eV
Net charge ... +1
Electronic energy ... -287.9372 Ha

```
16
Properties=species:S:1:pos:R:3:forces:R:3:lowdin_charge:R:1
C 0.63134 -0.43375 -1.02054 -3.697 1.040 6.215 0.261
C -0.34372 -1.72762 1.13441 0.926 0.692 2.163 -0.065
C -0.75174 0.69855 1.45044 3.880 0.682 1.004 -0.032
C 0.94688 0.74895 -1.76900 1.146 0.968 0.633 -0.298
N -0.17884 -0.37308 0.66110 2.359 -0.459 -3.650 -0.041
O 0.16772 1.84286 -1.48642 -1.599 1.552 0.530 -0.039
H 0.71265 -1.46834 -1.08712 0.484 -1.408 -0.561 0.080
H -1.06298 -2.13650 0.50795 -1.717 -1.165 -0.995 0.074
H -0.77102 -1.72250 2.24872 1.468 -0.296 -2.463 0.159
H 0.60722 -2.26188 0.87656 -0.804 0.120 1.123 0.114
H -1.66922 0.90087 1.06593 -3.147 0.492 -0.799 0.073
H -0.15380 1.60691 1.23406 -0.308 -0.394 0.278 0.110
H -0.72724 0.49968 2.56967 -0.147 -0.102 -1.581 0.134
H 2.00421 1.00431 -1.39570 -0.696 -0.401 -1.407 0.178
H 0.77639 0.41080 -2.77547 0.985 -0.072 -0.998 0.144
H -0.18783 2.41073 -2.21459 0.869 -1.250 0.507 0.147
```
Positions in Å, forces in eV/Å.

---

(2)
# C5H7FO

A single C5H7FO molecule at a distorted geometry (wB97M-V/def2-TZVPD, the OMol25 dataset).

Computed properties:
Energy relative to the best compared isomer or geometry (same formula, charge and spin) ... 1.696 eV
LUMO energy ... 0.90 eV
SMILES string ... F/C=C1\CCOC1
Electronic energy ... -369.7367 Ha

```
14
Properties=species:S:1:pos:R:3:forces:R:3:lowdin_charge:R:1
C -1.89300 0.54314 0.00264 -3.036 -0.765 0.660 -0.112
C -0.65144 0.31927 0.07511 4.168 -3.449 -1.086 -0.181
C -0.03549 -1.08847 -0.17264 0.519 2.170 0.793 -0.096
C 1.44117 -0.90200 0.16468 0.787 0.152 -1.945 -0.140
C 0.51278 1.26952 -0.01966 -0.052 3.916 0.472 -0.200
H -2.18628 1.49941 0.09298 -1.699 3.266 0.054 0.093
H -0.35878 -1.42210 -1.12097 0.529 -0.091 -1.587 0.111
H -0.41243 -1.82332 0.43252 -1.244 -1.651 1.999 0.083
H 1.65782 -1.14766 1.22249 -0.123 0.295 -0.482 0.120
H 2.13422 -1.54259 -0.52050 -1.076 1.327 1.261 0.147
H 0.61079 2.07167 0.87542 -0.416 -2.018 -1.454 0.156
H 0.45128 2.01637 -0.92854 -0.003 -1.681 1.331 0.151
O 1.69173 0.52536 -0.11847 0.323 -1.529 0.203 -0.153
F -2.96236 -0.31861 0.01493 1.323 0.057 -0.217 0.020
```
Positions in Å, forces in eV/Å.

---

(3)
# C12H36O6S6

6 unconnected molecules or ions with the total composition C12H36O6S6 at a distorted geometry (wB97M-V/def2-TZVPD, the OMol25 dataset).

Computed properties:
Energy relative to the best compared isomer or geometry (same formula, charge and spin) ... 7.654 eV
LUMO energy ... 0.04 eV
Electronic energy ... -3318.8890 Ha

```
60
Properties=species:S:1:pos:R:3:forces:R:3:lowdin_charge:R:1
C 46.66400 37.21400 47.71500 0.131 -2.197 -1.469 -0.276
S 46.00900 36.53500 49.19600 -1.938 -2.723 0.252 0.839
O 45.87500 34.97700 49.00900 0.773 3.178 0.263 -0.585
C 47.35200 36.93000 50.23800 4.302 -1.724 -3.156 -0.293
H 47.16300 38.11500 47.82200 0.251 2.245 0.491 0.030
H 45.86100 37.21900 46.96700 0.369 0.178 0.200 0.066
H 47.49000 36.57500 47.36700 -0.516 -0.339 -0.021 0.040
H 47.26500 36.67100 51.21800 -0.979 -0.321 2.799 0.013
H 47.76100 37.91500 50.04700 -0.423 0.358 0.247 0.054
H 48.29600 36.24600 49.93000 -2.084 1.328 0.349 0.088
C 56.39500 34.35500 51.14700 -0.913 -2.734 0.967 -0.223
S 54.68200 34.20100 51.81400 -0.840 2.626 -3.207 0.873
O 53.79000 34.11800 50.52700 1.541 -0.194 2.333 -0.585
C 54.67800 32.68900 52.58500 -2.836 3.592 8.146 -0.305
H 57.09100 34.18000 51.97100 0.170 -0.501 -0.460 0.061
H 56.48000 35.32300 50.90200 0.064 3.957 -0.455 -0.018
H 56.54200 33.91300 50.15300 -0.054 -1.016 0.728 0.072
H 55.20600 32.54500 53.56100 0.617 0.695 -1.156 0.097
H 54.79800 31.99000 51.99500 1.594 -7.041 -5.836 -0.046
H 53.66000 32.50900 53.06700 0.631 0.677 -1.176 0.105
C 47.68300 31.52200 48.78700 2.299 6.485 -4.034 -0.237
S 48.54300 32.70700 49.78700 1.594 -0.496 2.364 0.859
O 48.76500 32.09800 51.16800 -0.667 0.508 -1.302 -0.571
C 50.21300 32.56600 49.05300 -1.417 2.966 -4.517 -0.254
H 46.83600 31.21300 49.12300 -5.883 -0.685 2.586 -0.012
H 48.16900 30.68000 48.78700 3.588 -4.506 -0.819 -0.007
H 47.53600 32.08500 47.76900 0.340 -1.483 1.658 0.121
H 50.56000 31.80700 48.43300 -0.564 -2.762 -0.724 0.020
H 51.05600 32.73000 49.60200 1.542 0.935 2.760 0.000
H 50.35100 33.36400 48.16200 -0.802 -0.971 2.117 0.070
C 52.88200 36.64600 48.34300 1.368 0.278 2.110 -0.315
S 51.33400 36.08700 49.03600 -2.116 1.053 1.354 0.809
O 50.54900 37.22600 49.77900 1.990 -1.832 -1.856 -0.570
C 50.55500 35.91600 47.41000 -4.796 2.754 3.265 -0.264
H 52.63400 37.76900 48.08500 1.108 -2.360 -0.559 0.089
H 53.22800 35.70200 47.74100 -0.629 2.433 0.130 0.090
H 53.65400 36.61200 49.22600 -1.502 0.352 -1.506 0.063
H 51.05900 35.26800 46.83600 1.228 -2.946 -1.997 -0.005
H 50.50100 36.84700 46.90400 0.647 1.306 -0.406 0.024
H 49.37200 35.84000 47.63000 2.820 -1.011 -0.523 0.095
C 54.47400 35.62100 42.87600 0.075 -0.724 -0.366 -0.287
S 54.59000 37.37300 43.18600 -3.557 1.138 -1.596 0.859
O 53.07400 37.79600 42.94800 3.169 -0.479 0.455 -0.593
C 54.68600 37.46500 44.94000 -2.289 -4.113 -0.565 -0.275
H 55.41200 35.10500 43.08600 0.000 0.017 0.115 0.054
H 54.27800 35.53500 41.79600 0.158 0.204 0.329 0.058
H 53.61700 35.13300 43.37200 0.380 0.550 0.150 0.068
H 55.56200 37.19900 45.40000 2.695 -0.671 0.601 0.023
H 53.97400 36.59200 45.20300 0.496 2.032 0.275 0.082
H 54.46100 38.42300 45.22900 -1.191 2.126 0.649 0.020
C 51.11300 39.90300 46.06200 -2.098 4.698 2.966 -0.291
S 49.85200 39.84000 44.81400 -0.643 -1.298 -0.936 0.730
O 48.71500 40.61500 45.33000 -0.719 0.631 0.737 -0.560
C 50.50300 40.81800 43.44500 4.371 0.009 3.053 -0.259
H 51.46800 41.01800 46.11100 -0.164 -1.963 -0.211 0.082
H 51.88100 39.22500 46.06700 1.845 -1.683 -0.547 -0.024
H 50.55100 39.84400 47.10900 0.842 -0.280 -2.328 0.104
H 49.69700 40.99500 42.80500 -1.269 1.001 -0.679 0.009
H 51.13900 40.03200 42.93200 0.030 1.344 0.420 0.045
H 51.16500 41.77200 44.02800 -2.142 -2.599 -2.460 0.144
```
Positions in Å, forces in eV/Å.

---

(4)
# C5H6O3

A single C5H6O3 molecule at a distorted geometry (wB97M-V/def2-TZVPD, the OMol25 dataset).

Computed properties:
Energy relative to the best compared isomer or geometry (same formula, charge and spin) ... 0.919 eV
LUMO energy ... 0.66 eV
SMILES string ... Cc1c(O)coc1O
Electronic energy ... -419.8056 Ha

```
14
Properties=species:S:1:pos:R:3:forces:R:3:lowdin_charge:R:1
C -0.10748 -1.78134 0.02234 0.025 0.216 -0.157 -0.027
C 1.16636 0.47063 0.01061 -0.287 -1.081 1.102 -0.351
C -1.01626 0.67382 -0.01065 0.502 1.461 0.379 -0.289
C 0.02426 -0.29520 0.03182 1.169 0.315 -0.441 -0.156
C -0.42803 1.91055 0.03713 -1.089 -0.279 0.483 -0.041
O 0.93692 1.77243 0.22683 -0.076 -0.469 -1.733 0.072
O 2.44483 0.06926 -0.10653 -0.001 0.133 0.272 0.120
O -2.35022 0.43674 -0.04191 -0.055 -0.215 -0.167 0.077
H 3.01700 0.84424 -0.03491 -0.023 -0.057 -0.001 0.125
H -2.48797 -0.51781 -0.07960 -0.041 0.140 -0.042 0.104
H -0.78781 2.90713 -0.11038 -0.132 0.134 0.306 0.118
H -0.70566 -2.11632 -0.82662 -0.018 -0.132 -0.032 0.081
H -0.58113 -2.13557 0.93975 0.016 -0.070 0.013 0.085
H 0.87520 -2.23855 -0.05789 0.009 -0.096 0.018 0.081
```
Positions in Å, forces in eV/Å.

---

(5)
# C9H23O9PS3

3 unconnected molecules or ions with the total composition C9H23O9PS3 at a distorted geometry (wB97M-V/def2-TZVPD, the OMol25 dataset).

Computed properties:
LUMO energy ... 0.44 eV
SMILES string ... CCOS(C)(=O)=O.CCOS(C)(=O)=O.CP(C)OC(=O)OS
Electronic energy ... -2569.7481 Ha

```
45
Properties=species:S:1:pos:R:3:forces:R:3:lowdin_charge:R:1
C -1.29576 -0.19743 1.12945 0.478 0.629 0.780 -0.312
P 0.07222 -1.38863 1.28931 0.293 -1.663 -1.663 0.908
C 1.55181 -0.40920 1.69433 -0.389 0.884 0.256 -0.259
O -0.19966 -2.42953 2.62131 -0.393 1.182 0.563 -0.242
C 0.09595 -2.11688 3.89431 0.208 -0.601 -0.062 -0.719
O 1.19597 -2.09687 4.35049 0.006 0.170 0.021 0.148
O -0.98691 -2.00358 4.72930 0.130 -0.003 0.176 -0.433
S -2.11798 -0.83537 4.39486 -0.233 -0.031 -0.184 0.866
H -1.13186 0.72839 1.68613 -0.124 -0.008 0.102 0.030
H -1.28633 0.04872 0.06700 -0.174 -0.150 -0.050 0.032
H -2.24321 -0.62879 1.42900 -0.108 -0.147 -0.220 0.016
H 1.28728 0.65004 1.62740 0.067 0.041 -0.008 0.030
H 1.95605 -0.56866 2.69089 0.093 -0.231 -0.035 0.035
H 2.29122 -0.59636 0.92036 0.148 -0.148 0.155 0.033
H -1.39232 0.22166 4.79392 0.041 0.050 0.098 -0.105
O -2.18631 -2.20202 -1.62013 -0.108 0.277 0.069 -0.293
S -2.00595 -3.14599 -2.67859 0.074 -0.231 0.081 0.552
O -1.96613 -2.68828 -4.03225 0.029 0.093 -0.076 -0.274
O -3.10350 -4.28321 -2.53502 0.001 -0.085 -0.077 -0.264
C -4.48639 -3.86815 -2.44450 -0.345 0.096 0.062 -0.249
C -5.06319 -3.43641 -3.77662 0.171 0.037 -0.065 -0.073
C -0.59833 -4.14172 -2.35011 0.033 -0.054 0.003 -0.122
H -4.57300 -3.08217 -1.69332 0.102 0.025 -0.010 0.113
H -5.00600 -4.74559 -2.06670 0.094 -0.074 0.006 0.121
H -4.59250 -2.52450 -4.13891 0.000 0.016 0.019 0.071
H -6.13214 -3.25260 -3.66766 -0.017 -0.037 0.034 0.081
H -4.91127 -4.21066 -4.52788 -0.046 -0.031 0.005 0.085
H -0.65028 -4.49367 -1.32415 -0.003 0.016 0.018 0.074
H 0.27098 -3.50368 -2.48945 -0.001 0.031 0.012 0.077
H -0.58366 -4.96683 -3.05660 0.001 0.001 -0.018 0.074
O 3.26986 2.36536 0.04612 -0.144 -0.117 -0.056 -0.280
S 3.29651 3.45444 0.97423 0.257 0.066 0.052 0.550
O 2.12673 3.75874 1.73835 -0.142 -0.077 0.025 -0.279
O 3.79701 4.75346 0.22025 -0.016 0.111 0.036 -0.263
C 3.09763 5.13692 -0.99019 -0.149 0.085 -0.331 -0.244
C 1.75227 5.77582 -0.71808 -0.006 -0.084 0.178 -0.072
C 4.66658 3.28068 2.06008 0.043 -0.004 0.023 -0.118
H 3.00785 4.26525 -1.63912 0.013 -0.070 0.085 0.114
H 3.76834 5.84249 -1.47431 0.090 0.001 0.087 0.121
H 1.05110 5.06367 -0.28719 0.000 -0.021 -0.017 0.071
H 1.33259 6.14923 -1.65201 0.041 0.018 -0.030 0.082
H 1.85664 6.60526 -0.01948 0.010 0.044 -0.035 0.085
H 5.55500 3.06740 1.47344 0.006 0.001 -0.014 0.076
H 4.43468 2.45007 2.72280 -0.021 -0.018 -0.006 0.077
H 4.77834 4.19919 2.62893 -0.013 0.010 0.012 0.076
```
Positions in Å, forces in eV/Å.

---

(6)
# C23H26O5S5Ta

A molecular structure, C23H26O5S5Ta (wB97M-V/def2-TZVPD, the OMol25 dataset).

Computed properties:
Energy relative to the best compared isomer or geometry (same formula, charge and spin) ... 0.581 eV
LUMO energy ... -4.20 eV
Net charge ... +1
Electronic energy ... -3316.1036 Ha

```
60
Properties=species:S:1:pos:R:3:forces:R:3:lowdin_charge:R:1
Ta -0.78636 0.04540 -1.19930 -0.555 0.612 0.418 1.515
C -2.09081 0.54544 2.34749 0.045 0.011 0.011 -0.089
C -1.13946 -0.49157 1.78612 0.064 0.041 0.034 -0.245
C -1.59702 -1.63969 1.09142 0.005 -0.049 0.054 -0.277
C -3.06819 -1.94413 0.93102 -0.032 -0.020 0.012 -0.067
C -0.69065 -2.68184 0.80271 0.001 -0.092 -0.050 -0.211
C -1.21892 -3.94037 0.15906 0.009 -0.041 0.041 -0.031
C 0.63499 -2.60830 1.23850 0.034 0.007 -0.022 -0.179
C 1.61705 -3.68674 0.85366 0.024 -0.024 -0.003 -0.026
C 1.05315 -1.52500 2.02668 0.019 0.003 0.011 -0.182
C 2.42606 -1.54022 2.65657 0.035 -0.008 -0.027 -0.023
C 0.19586 -0.44548 2.24185 0.003 0.016 0.017 -0.198
C 0.64329 0.74587 3.05539 0.022 0.009 0.007 -0.035
H -3.12798 0.35789 2.09402 0.016 -0.006 0.011 0.049
H -1.84115 1.56084 2.02802 0.000 -0.052 0.017 0.067
H -2.02373 0.53958 3.43786 0.007 -0.004 -0.024 0.104
H -3.27402 -2.49120 0.01406 -0.006 0.020 0.011 0.062
H -3.69936 -1.06565 0.93237 -0.038 0.032 0.015 0.037
H -3.38194 -2.58043 1.76546 0.013 0.016 -0.041 0.113
H -1.72121 -3.75014 -0.79109 0.018 0.011 0.004 0.041
H -1.96379 -4.40621 0.80994 0.032 0.012 -0.017 0.103
H -0.44197 -4.67570 -0.02008 -0.017 0.022 0.010 0.073
H 1.51922 -4.57629 1.48328 -0.001 0.046 -0.022 0.107
H 2.64474 -3.34046 0.92995 -0.034 -0.007 -0.008 0.076
H 1.46298 -3.99784 -0.17939 0.006 0.017 0.039 0.088
H 3.17970 -1.06490 2.01582 -0.036 -0.030 0.041 0.097
H 2.76296 -2.55833 2.84349 -0.028 0.067 -0.005 0.084
H 2.43348 -1.02276 3.61382 -0.016 -0.007 -0.039 0.084
H 0.20272 1.67135 2.68405 0.013 -0.050 0.006 0.080
H 1.72552 0.86815 3.04598 -0.057 -0.014 0.001 0.071
H 0.34169 0.64198 4.10290 0.002 -0.001 -0.044 0.108
O 0.72424 2.05623 -4.34329 -0.026 0.008 -0.106 0.228
C 0.69287 1.89355 -3.17842 0.012 0.032 0.402 -0.449
O -0.40601 1.29770 -2.54916 0.310 -0.492 -0.328 -0.246
C 1.67462 2.34178 -2.12258 -0.037 0.012 0.071 -0.062
C 0.87822 3.01300 -0.97151 0.063 -0.078 0.054 -0.214
C 1.79814 3.87556 -0.12508 0.040 -0.099 0.026 -0.071
C 2.66078 2.79626 0.57701 -0.018 0.046 -0.047 -0.065
C 2.01331 1.50075 0.09911 -0.056 0.058 -0.036 -0.236
O 0.60377 1.87102 -0.09263 0.111 0.041 -0.125 -0.156
C 2.39220 1.16709 -1.34555 -0.108 0.028 0.008 -0.063
C 1.78631 -0.16738 -1.75406 -0.011 0.021 -0.218 -0.502
O 0.97306 -0.69565 -0.77006 -0.141 0.054 -0.868 -0.215
O 1.84003 -0.62725 -2.85961 0.301 -0.086 0.516 0.169
H 2.38665 3.01319 -2.59088 0.062 0.050 0.001 0.170
H -0.06115 3.46805 -1.26739 -0.035 0.011 -0.019 0.168
H 2.37471 4.57107 -0.73260 -0.004 -0.022 0.005 0.130
H 1.21657 4.45078 0.59141 0.000 0.007 0.026 0.126
H 3.71194 2.83499 0.29071 -0.027 0.007 0.007 0.131
H 2.60550 2.87957 1.66031 -0.011 0.004 -0.009 0.117
H 2.07340 0.66436 0.78148 -0.007 -0.042 0.021 0.125
H 3.46076 1.14882 -1.54371 0.047 0.050 -0.034 0.174
S -4.49974 2.18419 -5.96918 0.007 0.001 0.004 0.668
C -3.89297 1.45926 -4.66376 -0.014 0.023 -0.036 -1.466
S -3.13481 -0.11716 -4.69294 0.033 0.048 0.014 0.950
C -2.82871 -0.24105 -2.98221 0.057 -0.141 -0.059 -1.092
C -3.19423 0.82651 -2.21483 -0.012 0.037 0.026 -1.103
S -2.83270 1.02732 -0.52808 -0.129 0.077 0.263 0.727
S -3.92489 2.16491 -3.06136 0.051 -0.002 -0.018 0.940
S -1.86873 -1.60075 -2.44277 -0.006 -0.193 0.002 0.721
```
Positions in Å, forces in eV/Å.